# 1
{
  "formula": "C4H11NS",
  "method": "the ωB97M-V functional and the def2-TZVPD basis",
  "species": ["C", "S", "C", "H", "H", "H", "H", "H", "H", "C", "C", "N", "H", "H", "H", "H", "H"],
  "xyz": [[3.793, -0.010, 0.053], [2.176, -0.645, -0.287], [1.220, -0.017, 1.027], [3.868, 0.603, 0.943], [4.201, 0.547, -0.800], [4.511, -0.839, 0.104], [0.461, -0.766, 1.273], [1.833, 0.016, 1.928], [0.764, 0.959, 0.862], [-3.526, 0.858, -1.259], [-3.190, 0.379, 0.966], [-3.248, -0.091, -0.206], [-2.654, 1.498, -1.465], [-4.336, 1.549, -1.007], [-3.757, 0.412, -2.223], [-2.968, -0.224, 1.842], [-3.286, 1.451, 1.170]],
  "mulliken_spin": [-0.0386, 0.8925, -0.0470, -0.0029, 0.0490, 0.0512, 0.0167, 0.0192, 0.0598, 0.0000, 0.0000, 0.0000, 0.0000, 0.0000, 0.0000, 0.0000, 0.0000],
  "s2": 0.753,
  "multiplicity": 2,
  "total_charge": 1
}



# 2
{
  "formula": "C33H40Br2N6OSi2",
  "method": "the ωB97M-V functional and the def2-TZVPD basis",
  "species": ["C", "C", "Br", "C", "Br", "Si", "O", "Si", "H", "H", "H", "H", "H", "H", "H", "H", "H", "H", "N", "C", "C", "C", "C", "C", "H", "H", "H", "H", "H", "N", "C", "C", "C", "C", "C", "H", "H", "H", "H", "H", "N", "C", "C", "C", "C", "C", "H", "H", "H", "H", "H", "N", "C", "C", "C", "C", "C", "H", "H", "H", "H", "H", "N", "C", "C", "C", "C", "C", "H", "H", "H", "H", "H", "N", "C", "C", "C", "C", "C", "H", "H", "H", "H", "H"],
  "xyz": [[6.595, 0.719, -0.898], [6.698, 1.521, -2.188], [7.989, 2.957, -1.905], [5.351, 2.002, -2.741], [5.551, 3.184, -4.296], [4.082, 2.834, -1.588], [2.608, 2.106, -1.804], [2.382, 0.468, -1.660], [5.902, -0.118, -1.017], [7.578, 0.295, -0.683], [6.318, 1.334, -0.045], [7.152, 0.891, -2.951], [4.907, 1.122, -3.209], [4.494, 2.685, -0.176], [3.924, 4.253, -1.927], [3.704, -0.191, -1.662], [1.625, 0.121, -0.444], [1.613, 0.015, -2.836], [0.535, -2.450, -1.194], [-0.294, -3.146, -1.969], [-0.547, -4.498, -1.802], [0.098, -5.167, -0.775], [0.985, -4.463, 0.024], [1.177, -3.111, -0.232], [-0.798, -2.585, -2.749], [-1.243, -5.007, -2.455], [-0.084, -6.220, -0.601], [1.517, -4.950, 0.830], [1.857, -2.527, 0.380], [-1.843, -2.791, 3.304], [-2.951, -2.176, 3.713], [-3.934, -1.716, 2.851], [-3.768, -1.903, 1.488], [-2.628, -2.560, 1.051], [-1.698, -2.977, 1.992], [-3.047, -2.025, 4.783], [-4.808, -1.206, 3.237], [-4.515, -1.522, 0.804], [-2.441, -2.718, -0.003], [-0.775, -3.452, 1.682], [-3.463, 2.942, 4.595], [-2.497, 3.627, 5.204], [-1.194, 3.166, 5.335], [-0.874, 1.926, 4.807], [-1.872, 1.195, 4.182], [-3.142, 1.747, 4.102], [-2.778, 4.596, 5.603], [-0.451, 3.773, 5.834], [0.132, 1.535, 4.881], [-1.671, 0.224, 3.752], [-3.942, 1.201, 3.613], [5.491, -1.981, -2.610], [6.631, -2.145, -3.278], [6.862, -3.181, -4.171], [5.852, -4.105, -4.380], [4.664, -3.955, -3.684], [4.532, -2.886, -2.811], [7.408, -1.411, -3.090], [7.810, -3.254, -4.685], [5.989, -4.928, -5.070], [3.848, -4.655, -3.808], [3.610, -2.739, -2.257], [-0.557, 3.233, 0.768], [-1.784, 3.595, 1.135], [-2.790, 3.923, 0.236], [-2.506, 3.874, -1.119], [-1.232, 3.498, -1.515], [-0.296, 3.187, -0.538], [-1.977, 3.624, 2.201], [-3.769, 4.209, 0.597], [-3.262, 4.122, -1.853], [-0.961, 3.440, -2.561], [0.707, 2.885, -0.817], [-6.182, 0.168, 0.743], [-6.030, 1.454, 1.053], [-7.086, 2.350, 1.139], [-8.366, 1.887, 0.884], [-8.538, 0.551, 0.558], [-7.418, -0.265, 0.503], [-5.013, 1.783, 1.246], [-6.902, 3.382, 1.404], [-9.216, 2.554, 0.941], [-9.518, 0.144, 0.352], [-7.516, -1.317, 0.257]],
  "lowdin_charge": [-0.1868, -0.8560, 0.6620, -0.8467, 0.6124, 0.4713, -0.5141, 0.5207, 0.0430, 0.0739, 0.0508, 0.0607, 0.0313, -0.0062, -0.0194, -0.0640, -0.0534, -0.0529, 0.0563, -0.1611, -0.0732, -0.0757, -0.0864, -0.1755, 0.1076, 0.1031, 0.1080, 0.1077, 0.1051, 0.0546, -0.1812, -0.0875, -0.0729, -0.0573, -0.1462, 0.1048, 0.0962, 0.0753, 0.0878, 0.0780, 0.0502, -0.1673, -0.0739, -0.0696, -0.0649, -0.1666, 0.1007, 0.1003, 0.1079, 0.0886, 0.0842, 0.0544, -0.1446, -0.0651, -0.0748, -0.0650, -0.1436, 0.0978, 0.1037, 0.1066, 0.1027, 0.0868, 0.0663, -0.1512, -0.0788, -0.0815, -0.0657, -0.1453, 0.0854, 0.0952, 0.1036, 0.1025, 0.0698, 0.0517, -0.1431, -0.0649, -0.0765, -0.0717, -0.1478, 0.0939, 0.1029, 0.1059, 0.1012, 0.1054]
}



# 3
{
  "formula": "C39H50N3O2",
  "method": "the ωB97M-V functional and the def2-TZVPD basis",
  "species": ["C", "C", "N", "C", "C", "C", "C", "C", "C", "C", "C", "C", "C", "C", "C", "C", "C", "C", "N", "C", "C", "C", "C", "C", "C", "C", "C", "C", "C", "H", "H", "H", "H", "H", "H", "H", "H", "H", "H", "H", "H", "H", "H", "H", "H", "H", "H", "H", "H", "H", "H", "H", "H", "H", "H", "H", "H", "H", "H", "H", "C", "O", "C", "O", "C", "C", "C", "C", "N", "C", "C", "C", "C", "C", "C", "H", "H", "H", "H", "H", "H", "H", "H", "H", "H", "H", "H", "H", "H", "H", "H", "H", "H", "H"],
  "xyz": [[-6.164, -5.341, 2.567], [-5.431, -6.309, 3.478], [-4.008, -6.402, 3.218], [-3.375, -7.517, 3.905], [-1.862, -7.474, 3.918], [-1.291, -6.940, 2.609], [-1.926, -5.637, 2.243], [-3.314, -5.454, 2.528], [-3.935, -4.234, 2.122], [-3.172, -3.228, 1.545], [-1.765, -3.350, 1.345], [-0.928, -2.292, 0.864], [-1.455, -1.161, 0.269], [-0.845, 0.024, -0.126], [-1.624, 1.038, -0.785], [-2.997, 0.888, -1.166], [-3.737, 1.902, -1.764], [-3.104, 3.135, -2.088], [-3.804, 4.159, -2.654], [-5.213, 4.073, -2.963], [-5.752, 2.656, -3.115], [-5.195, 1.698, -2.055], [-3.277, 5.507, -2.780], [-1.922, 5.720, -2.127], [-1.011, 4.503, -2.286], [-1.712, 3.277, -1.813], [-1.048, 2.303, -1.088], [-1.202, -4.618, 1.653], [-5.400, -4.035, 2.367], [-6.314, -5.813, 1.592], [-7.145, -5.132, 2.998], [-5.571, -6.013, 4.532], [-5.856, -7.317, 3.378], [-3.767, -7.541, 4.931], [-3.725, -8.445, 3.422], [-1.532, -6.841, 4.747], [-1.488, -8.480, 4.100], [-0.212, -6.783, 2.700], [-1.448, -7.683, 1.809], [-3.680, -2.302, 1.279], [0.154, -2.428, 0.932], [-2.517, -1.241, 0.047], [0.221, 0.200, 0.048], [-3.504, -0.062, -0.999], [-5.783, 4.581, -2.162], [-5.402, 4.644, -3.882], [-6.844, 2.694, -3.024], [-5.516, 2.266, -4.114], [-5.350, 0.662, -2.391], [-5.800, 1.811, -1.137], [-3.213, 5.750, -3.857], [-4.009, 6.208, -2.350], [-1.456, 6.615, -2.553], [-2.073, 5.900, -1.054], [-0.712, 4.389, -3.341], [-0.095, 4.654, -1.705], [-0.030, 2.500, -0.727], [-0.140, -4.786, 1.453], [-5.831, -3.487, 1.519], [-5.531, -3.390, 3.251], [2.161, 1.674, -3.099], [3.407, 1.002, -2.808], [4.376, 1.820, -2.354], [4.190, 3.004, -2.125], [5.711, 1.137, -2.095], [6.692, 1.379, -3.266], [7.959, 2.023, -2.696], [7.750, 2.091, -1.180], [6.406, 1.640, -0.926], [5.933, 1.775, 0.342], [4.603, 1.957, 0.685], [4.263, 2.789, 1.876], [5.328, 2.859, 3.007], [6.514, 1.913, 2.827], [7.026, 1.973, 1.388], [1.488, 0.867, -3.410], [1.781, 2.199, -2.215], [2.304, 2.411, -3.904], [5.485, 0.062, -2.018], [6.934, 0.404, -3.691], [6.257, 1.990, -4.063], [8.856, 1.427, -2.913], [8.098, 3.044, -3.078], [8.501, 1.473, -0.654], [7.879, 3.126, -0.819], [3.791, 1.717, 0.002], [4.155, 3.840, 1.537], [3.284, 2.472, 2.265], [5.748, 3.875, 3.034], [4.851, 2.717, 3.982], [7.337, 2.206, 3.507], [6.226, 0.888, 3.079], [7.855, 1.252, 1.270], [7.486, 2.973, 1.251]],
  "lowdin_charge": [-0.1587, -0.1534, -0.0531, -0.1510, -0.1584, -0.1374, -0.1402, -0.0749, -0.1287, 0.0378, -0.2080, 0.0269, -0.0965, 0.0406, -0.2007, 0.0403, -0.1257, -0.0777, -0.0526, -0.1553, -0.1570, -0.1396, -0.1518, -0.1568, -0.1384, -0.1436, 0.0222, 0.0298, -0.1417, 0.1227, 0.1203, 0.1370, 0.1322, 0.1319, 0.1349, 0.1245, 0.1192, 0.1207, 0.1352, 0.1194, 0.1324, 0.0806, 0.1326, 0.1122, 0.1376, 0.1327, 0.1194, 0.1216, 0.1226, 0.1306, 0.1359, 0.1320, 0.1219, 0.1261, 0.1353, 0.1232, 0.1218, 0.1295, 0.1228, 0.1320, -0.0380, -0.0366, -0.4690, 0.1014, -0.1750, -0.0989, -0.1325, -0.1687, -0.0565, -0.2168, -0.0536, -0.2023, -0.1959, -0.2056, -0.1472, 0.0973, 0.0722, 0.1028, 0.1555, 0.1127, 0.1217, 0.1122, 0.1143, 0.1162, 0.1239, 0.0829, 0.1124, 0.0954, 0.1068, 0.1023, 0.1150, 0.1117, 0.1188, 0.1235],
  "total_charge": 1
}



# 4
{
  "formula": "C21H23NO",
  "method": "the ωB97M-V functional and the def2-TZVPD basis",
  "species": ["C", "C", "C", "C", "C", "C", "H", "H", "C", "N", "H", "C", "C", "H", "H", "C", "C", "C", "C", "C", "O", "H", "H", "H", "H", "C", "C", "C", "C", "C", "C", "C", "H", "H", "H", "H", "H", "H", "H", "H", "H", "H", "H", "H", "H", "H"],
  "xyz": [[-1.577, -3.462, -1.584], [-1.263, -3.819, -0.284], [-1.554, -2.961, 0.761], [-2.154, -1.730, 0.522], [-2.481, -1.389, -0.784], [-2.194, -2.248, -1.831], [-2.451, -1.968, -2.843], [-2.963, -0.441, -0.978], [-2.426, -0.778, 1.665], [-1.280, -0.415, 2.479], [-0.835, -1.247, 2.853], [-0.289, 0.435, 1.853], [0.636, -0.263, 0.843], [0.053, -0.627, -0.003], [1.076, -1.134, 1.339], [1.768, 0.641, 0.333], [2.996, -0.162, 0.045], [3.163, -1.378, -0.552], [4.559, -1.615, -0.586], [5.136, -0.527, -0.012], [4.198, 0.358, 0.372], [6.159, -0.271, 0.178], [5.057, -2.476, -0.982], [2.391, -2.024, -0.917], [2.024, 1.372, 1.107], [1.378, 1.404, -0.954], [0.169, 2.271, -0.771], [-1.050, 1.918, -1.335], [-2.173, 2.702, -1.136], [-2.091, 3.853, -0.372], [-0.876, 4.222, 0.182], [0.245, 3.438, -0.018], [1.191, 3.730, 0.415], [-0.804, 5.124, 0.771], [-2.967, 4.464, -0.214], [-3.117, 2.415, -1.579], [-1.117, 1.021, -1.934], [2.229, 2.022, -1.252], [1.196, 0.673, -1.746], [-0.818, 1.262, 1.376], [0.325, 0.849, 2.661], [-2.856, 0.150, 1.277], [-3.159, -1.235, 2.341], [-1.313, -3.251, 1.775], [-0.791, -4.770, -0.083], [-1.346, -4.130, -2.401]],
  "lowdin_charge": [-0.0953, -0.0840, -0.0531, -0.2336, -0.0619, -0.0848, 0.1021, 0.1004, -0.1777, -0.0666, 0.0997, -0.2068, -0.1286, 0.1055, 0.1223, -0.2323, -0.2653, -0.0242, -0.0645, -0.1270, 0.0525, 0.1152, 0.0976, 0.1116, 0.1466, -0.0984, -0.2448, -0.0551, -0.0879, -0.0932, -0.0814, -0.0458, 0.1173, 0.1024, 0.0998, 0.1014, 0.1046, 0.1303, 0.1253, 0.1053, 0.1214, 0.1160, 0.1223, 0.1120, 0.1016, 0.0992]
}



What are the total energy values for these records? In order: -16641.7624; -201699.0922; -49813.6901; -25687.4569 eV.
What are the relative energy (zero: lowest compared OMol25 entry of this formula, charge and spin) values for these records? In order: 34.4; 0.0; 19.0; 21.5 kcal per mole.